Computed, not measured: a structure of composition C30H26F5N7ORuS, with ωB97M-V with the def2-TZVPD basis set.

XYZ file:
```
71
Properties=species:S:1:pos:R:3:forces:R:3:mulliken_spin:R:1
Ru 0.126 -0.138 0.289 -0.3 -0.9 0.0 0.99
C -1.493 -0.839 4.250 0.1 -0.2 0.0 0.00
C -1.933 0.397 4.705 -0.1 0.2 0.0 0.01
C -1.662 1.507 3.940 -0.2 0.1 0.3 -0.01
C -0.982 1.388 2.732 0.2 0.4 -0.2 0.01
N -0.627 0.181 2.255 -0.3 -0.1 0.0 -0.05
C -0.855 -0.903 3.036 -0.1 0.3 0.0 0.02
N -0.682 2.606 2.123 -0.4 -0.5 0.6 0.00
C 0.023 2.733 1.083 0.5 0.4 -0.6 0.01
N 0.582 1.753 0.248 0.3 -0.1 0.0 -0.03
C 1.398 2.385 -0.695 -0.5 0.6 0.5 0.01
N 2.197 1.881 -1.538 0.4 -0.8 -0.4 0.01
C 2.413 0.516 -1.720 -0.1 0.6 0.1 0.01
C 3.493 0.206 -2.547 0.3 0.0 -0.2 0.01
C 3.755 -1.095 -2.898 0.1 0.1 -0.1 0.00
C 2.893 -2.086 -2.445 -0.1 -0.1 0.1 0.00
C 1.862 -1.724 -1.617 0.1 0.2 0.0 0.01
N 1.636 -0.452 -1.208 -0.2 -0.2 -0.2 0.02
C 1.232 3.853 -0.536 0.2 -0.6 -0.2 0.01
C 1.783 4.899 -1.245 0.1 0.2 -0.1 0.00
C 1.439 6.186 -0.841 0.1 -0.1 -0.1 0.00
C 0.584 6.397 0.240 -0.1 -0.1 0.1 0.00
C 0.047 5.328 0.952 0.0 0.3 0.0 0.00
C 0.391 4.062 0.532 -0.3 -0.4 0.4 -0.01
H -1.638 -1.744 4.824 0.0 0.0 0.0 0.00
H -2.460 0.490 5.646 0.0 0.0 0.0 0.00
H -1.937 2.506 4.249 0.0 0.0 0.0 0.00
H -0.500 -1.838 2.636 0.0 0.0 0.0 0.00
H 4.091 1.033 -2.903 0.0 0.0 0.0 0.00
H 4.592 -1.336 -3.540 0.0 0.0 0.0 0.00
H 3.017 -3.123 -2.721 0.0 0.0 0.0 0.00
H 1.162 -2.458 -1.263 0.0 -0.1 0.1 0.01
H 2.452 4.718 -2.077 0.0 0.0 0.0 0.00
H 1.843 7.039 -1.370 0.0 0.0 0.0 0.00
H 0.340 7.410 0.533 0.0 0.0 0.0 0.00
H -0.611 5.476 1.798 0.0 0.0 0.0 0.00
C -1.951 -1.161 -2.314 0.1 0.0 0.0 0.00
C -1.869 -2.144 -1.160 -0.1 -0.1 -0.1 0.01
N -1.832 -1.455 0.135 0.6 0.3 -0.1 -0.04
C -3.151 -1.040 0.650 0.0 0.2 0.0 0.00
C -3.831 0.155 -0.023 0.2 -0.1 -0.1 0.00
S -2.806 1.633 -0.224 -0.1 0.2 0.0 0.01
C -2.635 1.790 -2.021 0.1 -0.2 0.0 0.00
C -1.362 1.211 -2.651 -0.1 -0.1 0.0 -0.01
N -0.965 -0.099 -2.116 -0.1 0.5 0.0 0.08
H -2.941 -0.721 -2.379 0.0 0.0 0.0 0.00
H -1.789 -1.698 -3.253 0.0 0.0 0.0 0.00
H -0.954 -2.732 -1.232 0.0 0.0 0.0 0.00
H -2.709 -2.844 -1.214 0.0 0.0 0.1 0.00
H -1.422 -2.105 0.800 -0.1 -0.2 0.0 0.01
H -3.027 -0.830 1.712 0.0 0.0 0.0 0.00
H -3.837 -1.890 0.568 0.0 -0.1 0.1 0.00
H -4.672 0.449 0.603 0.0 -0.1 0.0 0.00
H -4.247 -0.116 -0.991 0.0 0.0 0.0 0.00
H -2.661 2.861 -2.223 0.0 0.0 0.0 0.00
H -3.532 1.372 -2.477 0.0 0.0 0.0 0.00
H -0.526 1.896 -2.507 0.0 0.0 0.1 0.00
H -1.541 1.149 -3.731 0.0 0.1 0.0 0.00
H -0.104 -0.366 -2.573 0.0 0.0 0.0 0.00
F 3.837 -6.382 1.349 0.0 0.0 0.0 0.00
C 3.039 -5.322 1.250 0.0 -0.1 0.0 0.00
C 1.681 -5.484 1.046 -0.1 -0.1 0.0 0.00
F 1.164 -6.706 0.952 0.0 0.0 0.0 0.00
C 0.863 -4.375 0.937 -0.2 -0.2 -0.1 0.00
F -0.457 -4.558 0.736 0.0 0.1 0.0 0.00
C 1.352 -3.076 1.023 0.3 0.6 -0.1 -0.01
O 0.532 -2.042 0.923 -0.3 -0.3 0.3 -0.07
C 2.720 -2.948 1.242 0.2 0.1 0.1 0.01
F 3.248 -1.719 1.353 -0.1 0.0 -0.1 0.00
C 3.555 -4.045 1.350 0.1 0.1 0.0 0.00
F 4.859 -3.871 1.550 0.0 0.0 0.0 0.00
```
Positions in Å, forces in eV/Å.

Total charge: +1
2S+1: 2

---

Computed, not measured: a structure of composition C30H26INbO21P at a distorted geometry, with ωB97M-V with the def2-TZVPD basis set.

XYZ file:
```
80
Properties=species:S:1:pos:R:3:forces:R:3:lowdin_charge:R:1
O -4.652 0.455 -5.657 0.5 0.8 -0.7 -0.59
P -4.434 2.068 -6.314 -0.1 -0.7 -0.4 0.05
Nb -2.040 2.686 -5.494 1.3 0.3 0.4 0.72
I -5.998 3.664 -5.274 -0.1 -0.3 -0.2 0.30
H -4.046 -0.095 -6.219 -0.7 0.7 0.7 0.01
H -1.340 1.461 -6.685 -0.3 -0.7 -0.1 -0.21
H -2.064 4.014 -6.739 -0.3 0.2 -0.6 -0.20
H -2.878 3.758 -4.265 0.0 -0.3 0.1 -0.19
H -2.054 1.328 -4.267 -0.3 -0.5 0.0 -0.16
H -0.387 3.259 -5.007 -0.1 0.7 0.2 -0.19
C -0.230 -1.631 -0.877 0.0 -0.2 0.7 0.08
C -0.092 -0.851 -1.954 0.0 -1.0 -1.4 -0.20
C -0.136 0.634 -1.847 -0.1 0.9 0.0 -0.30
O 0.013 1.311 -2.844 0.3 -0.5 0.3 0.04
C -0.366 1.222 -0.522 -0.4 -0.2 -0.3 0.07
C -0.508 0.442 0.551 -0.3 0.7 0.3 -0.24
C -0.436 -1.042 0.448 0.1 -0.4 -0.6 -0.29
O -0.552 -1.725 1.457 0.1 0.3 0.0 0.07
O -0.726 0.976 1.793 0.3 -1.0 -0.5 0.08
O 0.097 -1.382 -3.188 -3.0 3.0 0.9 0.04
H -0.198 -2.710 -0.940 0.0 0.0 0.0 0.13
H -0.415 2.299 -0.462 -0.1 -0.1 -0.1 0.13
H -0.793 0.210 2.397 -0.1 0.2 0.0 0.10
H 0.166 -0.613 -3.792 -0.5 0.1 0.0 0.13
C 5.446 -3.464 -3.135 -0.1 0.2 -0.2 0.07
C 5.419 -4.430 -2.215 1.3 -0.2 -0.1 -0.22
C 4.153 -4.813 -1.527 -0.8 0.0 0.3 -0.32
O 4.164 -5.714 -0.704 0.4 0.1 -0.2 0.10
C 2.933 -4.075 -1.870 0.3 -0.3 0.2 0.08
C 2.960 -3.106 -2.789 -1.3 0.4 -0.1 -0.18
C 4.221 -2.742 -3.496 0.7 0.1 -0.3 -0.31
O 4.206 -1.865 -4.342 -0.3 -0.2 0.3 0.12
O 1.831 -2.409 -3.116 4.5 -2.4 0.3 0.05
O 6.549 -5.107 -1.867 -1.3 0.2 0.1 0.09
H 6.358 -3.178 -3.643 0.0 0.0 0.0 0.14
H 2.025 -4.351 -1.350 0.0 0.0 0.0 0.13
H 2.113 -1.771 -3.799 -0.1 -0.1 0.1 0.13
H 6.266 -5.751 -1.188 0.1 0.1 -0.1 0.11
C 3.467 3.841 0.423 -0.3 -0.2 0.0 0.09
C 4.740 4.021 0.783 0.1 1.1 -0.7 -0.22
C 5.438 3.055 1.680 0.2 -0.6 0.5 -0.32
O 6.607 3.241 1.973 -0.2 0.3 -0.2 0.10
C 4.674 1.909 2.183 0.4 0.2 0.0 0.08
C 3.400 1.731 1.826 -0.3 -1.2 0.8 -0.21
C 2.711 2.682 0.908 -0.3 0.6 -0.5 -0.27
O 1.553 2.476 0.589 0.9 0.1 0.6 0.11
O 2.677 0.674 2.287 0.2 1.1 -0.8 0.10
O 5.455 5.095 0.344 -0.1 -1.1 0.7 0.09
H 2.950 4.533 -0.228 0.0 0.0 0.0 0.14
H 5.186 1.226 2.847 0.0 0.0 0.0 0.14
H 1.790 0.770 1.886 0.0 0.0 0.2 0.10
H 6.342 4.995 0.741 -0.1 0.0 -0.1 0.11
C -4.115 3.431 0.278 0.0 0.0 -0.1 0.08
C -4.927 3.552 1.330 0.9 0.3 0.7 -0.23
C -6.389 3.289 1.217 -0.8 -0.2 -0.5 -0.33
O -7.098 3.393 2.207 0.4 0.1 0.1 0.08
C -6.922 2.917 -0.096 0.0 0.2 0.7 0.07
C -6.111 2.798 -1.152 -1.2 -0.5 -1.3 -0.22
C -4.644 3.034 -1.033 0.8 0.1 -0.1 -0.31
O -3.931 2.899 -2.008 -0.5 -0.1 0.3 0.06
O -6.597 2.455 -2.376 1.2 0.2 1.6 -0.01
O -4.450 3.922 2.554 -0.9 -0.3 -0.6 0.08
H -3.051 3.616 0.348 0.0 0.0 0.0 0.13
H -7.988 2.746 -0.167 0.0 0.0 0.0 0.13
H -5.817 2.434 -2.974 -0.3 0.0 -0.1 -0.01
H -5.231 3.936 3.141 0.1 0.0 -0.1 0.11
C -0.272 -2.333 6.283 -0.1 -0.2 0.4 0.07
C -0.116 -2.544 4.973 0.2 1.6 -0.5 -0.21
C -0.153 -3.921 4.399 0.0 -0.7 -0.4 -0.31
O -0.026 -4.078 3.199 0.1 0.2 0.4 0.13
C -0.340 -5.046 5.323 0.0 0.1 -0.2 0.08
C -0.493 -4.833 6.631 -0.1 -1.3 0.2 -0.23
C -0.483 -3.456 7.201 0.0 0.9 0.1 -0.32
O -0.644 -3.299 8.400 0.0 -0.4 -0.2 0.10
O -0.665 -5.869 7.501 0.1 1.2 -0.2 0.08
O 0.082 -1.508 4.112 -0.1 -1.6 0.6 0.08
H -0.250 -1.340 6.712 0.0 0.0 0.0 0.14
H -0.348 -6.040 4.897 0.0 0.0 0.0 0.14
H -0.753 -5.455 8.382 0.0 -0.1 -0.1 0.11
H 0.164 -1.912 3.219 -0.2 0.2 -0.1 0.07
```
Positions in Å, forces in eV/Å.

Total charge: -1

---

Computed, not measured: a structure of composition C30H26N3O4Pt at a distorted geometry, with ωB97M-V with the def2-TZVPD basis set.

XYZ file:
```
64
Properties=species:S:1:pos:R:3:forces:R:3:nbo_charge:R:1
Pt -0.016 -0.111 0.649 2.5 -2.2 -4.2 1.02
C -0.304 4.186 -1.871 0.1 0.1 0.1 -0.65
C -1.007 4.123 -0.549 0.1 -0.1 0.1 -0.04
C -1.867 5.154 -0.200 -0.1 0.1 0.1 -0.21
C -2.566 5.144 0.992 0.0 0.1 0.0 -0.24
C -2.435 4.056 1.838 -0.1 0.2 -0.1 -0.21
C -1.574 3.017 1.536 0.2 -0.2 -0.1 -0.05
C -1.442 1.854 2.467 0.0 0.0 0.1 -0.64
C -0.808 3.056 0.352 -0.3 0.7 0.2 0.23
N 0.096 2.036 0.072 -0.4 -1.2 0.8 -0.71
C 1.352 2.344 -0.289 0.1 0.6 0.5 0.61
O 1.895 3.444 -0.192 0.3 -0.2 -0.3 -0.66
C 2.123 1.180 -0.854 0.3 0.4 -0.2 0.15
C 3.420 1.290 -1.337 -0.2 -0.1 0.0 -0.21
C 4.045 0.146 -1.817 -0.2 0.1 0.1 -0.16
C 3.384 -1.071 -1.755 -0.3 0.0 0.0 -0.21
C 2.090 -1.104 -1.247 0.1 -0.4 -0.2 0.14
N 1.488 0.017 -0.874 -1.2 0.3 1.5 -0.38
C 1.280 -2.364 -1.058 0.0 -0.4 -0.2 0.60
O 1.626 -3.428 -1.578 0.2 0.2 -0.1 -0.67
N 0.195 -2.146 -0.326 -0.1 2.1 1.5 -0.65
C -0.713 -3.108 0.067 -0.8 -1.2 0.2 0.22
C -2.064 -2.926 -0.287 0.4 0.1 0.0 -0.03
C -2.445 -1.712 -1.076 0.1 0.2 0.1 -0.63
C -3.006 -3.852 0.119 -0.1 -0.1 0.1 -0.22
C -2.638 -4.946 0.882 0.0 0.0 0.0 -0.22
C -1.315 -5.108 1.254 -0.1 -0.1 0.1 -0.22
C -0.342 -4.201 0.870 0.1 0.3 -0.3 -0.02
C 1.076 -4.358 1.324 0.0 0.0 -0.1 -0.65
H -0.749 4.958 -2.495 -0.1 0.0 -0.1 0.20
H -0.354 3.229 -2.388 0.0 -0.1 -0.1 0.21
H 0.748 4.425 -1.718 0.0 0.0 -0.1 0.25
H -1.981 5.994 -0.872 0.0 0.0 -0.1 0.19
H -3.205 5.975 1.257 -0.1 0.0 0.0 0.20
H -3.007 4.024 2.757 0.0 -0.1 0.1 0.20
H -1.936 2.040 3.420 -0.1 0.0 0.0 0.21
H -0.387 1.657 2.662 -0.1 -0.1 0.1 0.23
H -1.891 0.950 2.019 0.1 0.2 0.3 0.22
H 3.910 2.251 -1.314 -0.1 0.1 0.0 0.24
H 5.050 0.203 -2.214 0.0 0.0 0.0 0.21
H 3.845 -1.991 -2.078 -0.1 -0.1 0.0 0.24
H -2.039 -1.772 -2.085 0.0 0.1 -0.1 0.22
H -2.005 -0.818 -0.599 -0.3 -0.2 -0.3 0.23
H -3.525 -1.598 -1.131 -0.1 0.0 0.0 0.20
H -4.041 -3.715 -0.167 -0.1 0.0 0.0 0.20
H -3.380 -5.666 1.198 -0.1 -0.1 0.0 0.20
H -1.029 -5.955 1.864 0.0 0.0 0.0 0.19
H 1.168 -5.230 1.970 0.1 0.0 0.1 0.20
H 1.390 -3.468 1.870 0.0 0.1 0.1 0.23
H 1.741 -4.472 0.468 0.0 0.0 0.0 0.24
O -0.272 -1.158 2.638 -1.1 0.6 -0.7 -0.75
C 0.686 -0.562 3.219 0.9 0.3 0.3 0.73
O 1.646 -0.037 2.637 0.1 0.1 0.6 -0.71
C 0.565 -0.398 4.710 0.0 0.0 -0.1 -0.05
C -0.025 -1.348 5.529 0.0 0.0 -0.1 -0.21
C -0.197 -1.079 6.874 0.0 -0.1 0.1 -0.22
C 0.171 0.149 7.396 0.0 0.0 0.2 -0.22
C 0.763 1.101 6.581 0.0 0.1 0.0 -0.22
C 0.981 0.816 5.246 0.1 -0.1 0.0 -0.21
H -0.345 -2.291 5.114 -0.1 -0.1 -0.1 0.23
H -0.625 -1.829 7.525 -0.1 -0.1 0.0 0.20
H -0.008 0.360 8.441 0.0 0.0 0.1 0.20
H 1.042 2.067 6.979 0.0 0.0 0.0 0.21
H 1.467 1.525 4.593 0.0 0.1 -0.1 0.23
```
Positions in Å, forces in eV/Å.

Energy above the lowest of the compared OMol25 structures with the same formula, charge and spin: 20.1 kcal/mol
Total charge: -1

---

no.,DFT total energy (a.u.)
1,-2609.5331
2,-3434.5740
3,-1743.4587